C32H53AsBN6PdS3Te | ωB97M-V/def2-TZVPD

Computed properties:
Total charge: +3
ΔE to the lowest compared entry with this formula, charge and spin in kcal per mole: 3.4
Spin multiplicity: 1

Geometry as XYZ:
```
98
C32H53AsBN6PdS3Te (ωB97M-V/def2-TZVPD)
Pd -1.264 -1.033 0.477
C 2.000 2.903 3.361
C 1.070 4.078 3.092
C -0.093 4.088 4.080
C 1.867 5.383 3.162
N 0.457 3.996 1.698
C -0.064 5.108 1.083
C -0.573 4.724 -0.114
N -0.394 3.374 -0.223
B -0.757 2.545 -1.494
N 0.518 2.058 -2.216
C 0.663 2.374 -3.558
C 1.855 1.910 -3.972
N 2.476 1.317 -2.885
C 1.637 1.417 -1.841
S 2.136 0.901 -0.229
C 3.847 0.657 -2.951
C 3.703 -0.809 -2.555
C 4.355 0.726 -4.389
C 4.810 1.424 -2.050
N -1.920 1.484 -1.248
C -3.165 2.011 -1.118
C -4.072 1.001 -1.171
N -3.393 -0.164 -1.340
C -2.047 0.126 -1.383
S -0.746 -0.958 -1.775
C -4.147 -1.450 -1.709
C -4.317 -1.409 -3.226
C -5.500 -1.414 -0.998
C -3.423 -2.722 -1.281
C 0.234 2.950 0.883
S 0.553 1.248 1.043
H 2.526 3.113 4.291
H 2.750 2.785 2.577
H 1.464 1.966 3.501
H 0.300 4.166 5.094
H -0.672 3.164 4.014
H -0.756 4.937 3.911
H 2.476 5.367 4.064
H 1.227 6.261 3.230
H 2.536 5.491 2.308
H -0.028 6.082 1.533
H -1.039 5.307 -0.890
H -1.277 3.321 -2.238
H -0.106 2.896 -4.099
H 2.312 1.964 -4.939
H 2.992 -1.318 -3.208
H 3.389 -0.942 -1.519
H 4.672 -1.296 -2.660
H 3.710 0.189 -5.084
H 5.331 0.245 -4.415
H 4.494 1.752 -4.729
H 4.555 1.370 -0.990
H 4.863 2.472 -2.346
H 5.804 0.993 -2.166
H -3.336 3.071 -1.024
H -5.143 1.053 -1.114
H -4.896 -0.539 -3.538
H -4.851 -2.303 -3.549
H -3.349 -1.394 -3.728
H -6.166 -0.637 -1.369
H -5.381 -1.307 0.083
H -6.002 -2.361 -1.183
H -2.532 -2.922 -1.869
H -4.118 -3.547 -1.429
H -3.159 -2.694 -0.220
C 1.928 -2.629 0.924
As 0.033 -2.927 1.130
C -0.309 -4.472 0.032
C -0.149 -3.507 2.992
C 0.617 -4.776 3.234
C 1.940 -4.731 3.665
C 2.645 -5.906 3.885
C 2.033 -7.133 3.674
C 0.711 -7.185 3.252
C 0.006 -6.011 3.034
H 2.444 -3.535 1.241
H 2.251 -1.794 1.543
H 2.145 -2.426 -0.123
H 0.403 -5.248 0.310
H -0.180 -4.196 -1.012
H -1.323 -4.835 0.191
H -1.213 -3.641 3.193
H 0.223 -2.684 3.606
H 2.417 -3.776 3.857
H 3.667 -5.864 4.235
H 2.580 -8.049 3.852
H 0.226 -8.141 3.106
H -1.032 -6.060 2.723
C -3.799 0.740 2.444
Te -2.278 -0.684 2.859
C -3.615 -2.316 3.173
H -4.341 0.901 3.373
H -4.468 0.368 1.672
H -3.335 1.672 2.126
H -4.627 -1.941 3.039
H -3.486 -2.676 4.190
H -3.413 -3.104 2.454
```



C32H53BrCl18FIN3O3S | ωB97M-V/def2-TZVPD

Computed properties:
Total charge: +1
Spin multiplicity: 1

Geometry as XYZ:
```
113
C32H53BrCl18FIN3O3S (ωB97M-V/def2-TZVPD)
C -3.677 3.856 -0.251
C -3.075 2.706 0.530
Br -4.229 1.118 0.378
C -1.598 2.426 0.161
C -1.242 0.972 0.155
N -1.224 0.453 1.368
N -0.970 -0.825 1.458
C -0.705 -1.642 0.449
C -0.385 -3.080 0.805
O 0.692 -3.520 0.568
N -1.402 -3.862 1.449
C -1.296 -3.876 2.855
O -0.472 -4.424 3.486
F -2.278 -3.151 3.422
C -0.667 -1.150 -0.864
C -0.291 -2.111 -1.963
C -1.357 -3.189 -2.214
C -2.710 -2.629 -2.630
S -3.916 -3.972 -2.732
C -0.952 0.211 -1.010
C -0.835 0.906 -2.343
C -1.992 1.749 -2.872
O -1.877 2.920 -3.019
I -3.791 0.823 -3.501
H -4.675 4.066 0.136
H -3.066 4.747 -0.092
H -3.778 3.639 -1.314
H -3.115 2.940 1.590
H -1.301 2.930 -0.753
H -1.007 2.860 0.970
H -0.974 -1.168 2.415
H -2.329 -3.538 1.175
H -0.013 -1.600 -2.878
H 0.605 -2.639 -1.633
H -1.488 -3.798 -1.311
H -0.996 -3.878 -2.978
H -2.617 -2.096 -3.576
H -3.060 -1.895 -1.897
H -4.714 -3.427 -3.654
H 0.032 1.573 -2.324
H -0.634 0.157 -3.106
Cl 3.536 -2.455 -2.627
C 3.589 -3.214 -1.008
C 4.504 -2.488 -0.059
Cl 6.217 -2.653 -0.502
H 3.890 -4.251 -1.133
H 2.576 -3.190 -0.622
H 4.398 -2.910 0.940
H 4.276 -1.425 -0.020
Cl 2.126 4.719 -3.957
C 0.421 5.121 -4.296
C 0.281 6.290 -5.236
Cl 0.814 7.813 -4.484
H -0.068 5.317 -3.345
H -0.027 4.235 -4.743
H -0.767 6.412 -5.505
H 0.865 6.142 -6.140
Cl -3.332 -4.117 7.068
C -1.828 -4.930 6.557
C -1.962 -6.431 6.539
Cl -2.121 -7.109 8.175
H -1.031 -4.614 7.226
H -1.609 -4.567 5.558
H -1.068 -6.868 6.096
H -2.830 -6.744 5.964
Cl -0.808 3.682 3.534
C -2.026 3.770 4.846
C -2.481 2.403 5.281
Cl -3.448 1.606 4.007
H -2.855 4.371 4.490
H -1.552 4.286 5.678
H -3.122 2.487 6.157
H -1.639 1.759 5.521
Cl 7.038 2.047 -5.447
C 6.951 3.823 -5.576
C 5.536 4.328 -5.472
Cl 4.551 3.860 -6.883
H 7.407 4.110 -6.519
H 7.542 4.232 -4.758
H 5.534 5.415 -5.431
H 5.044 3.940 -4.584
Cl 2.850 -8.922 3.871
C 2.345 -7.222 4.010
C 1.902 -6.651 2.688
Cl 3.258 -6.475 1.539
H 3.177 -6.658 4.424
H 1.513 -7.191 4.712
H 1.488 -5.658 2.834
H 1.150 -7.280 2.217
Cl -4.921 6.422 2.564
C -5.280 7.621 3.840
C -4.203 7.644 4.892
Cl -4.180 6.127 5.833
H -6.249 7.372 4.264
H -5.343 8.594 3.357
H -4.379 8.456 5.596
H -3.221 7.770 4.445
Cl -4.234 2.891 -6.817
C -3.124 1.649 -7.451
C -3.845 0.602 -8.260
Cl -4.904 -0.406 -7.236
H -2.614 1.196 -6.603
H -2.392 2.161 -8.072
H -3.121 -0.066 -8.723
H -4.460 1.051 -9.035
Cl 6.661 -3.493 3.160
C 8.141 -3.416 2.163
C 9.395 -3.420 2.998
Cl 9.573 -1.918 3.942
H 8.074 -2.525 1.549
H 8.129 -4.291 1.516
H 10.262 -3.492 2.344
H 9.408 -4.253 3.696
```



Number 1: HOMO-LUMO gap 5.94 eV, E_LUMO -9.345 eV, total energy -147759.5480 eV. Number 2: HOMO-LUMO gap 6.76 eV, E_LUMO -5.056 eV, total energy -361751.5451 eV.